# C31H36BFeN7OSbTe

C31H36BFeN7OSbTe as an isolated structure (ωB97M-V with the def2-TZVPD basis set, OMol25).

Last column: Mulliken spin population.
Geometry (Å):
Fe1 0.633 -1.063 -0.174  3.817
B1 -0.380 -3.366 2.368  0.003
N1 0.107 -1.947 2.771  -0.003
C1 0.237 -1.553 4.046  0.002
C2 0.813 -0.298 4.073  0.001
C3 1.004 0.011 2.729  0.000
N2 0.582 -0.990 1.956  -0.021
N3 -0.905 -3.456 0.884  0.012
C4 -1.698 -4.454 0.487  0.017
C5 -1.979 -4.311 -0.862  0.003
C6 -1.296 -3.163 -1.222  0.012
N4 -0.642 -2.649 -0.169  0.017
H1 -1.305 -3.651 3.078  0.000
H2 0.519 -4.172 2.503  -0.001
H3 -0.102 -2.194 4.843  0.000
H4 1.040 0.303 4.934  0.000
H5 1.412 0.904 2.278  0.007
H6 -2.022 -5.191 1.202  0.000
H7 -2.601 -4.937 -1.475  0.002
H8 -1.256 -2.658 -2.171  0.008
C7 5.122 0.900 -0.112  0.002
N5 4.610 -0.439 0.178  0.000
C8 5.417 -1.448 0.608  -0.001
C9 4.936 -2.673 0.899  0.002
C10 3.526 -2.877 0.744  0.010
N6 2.759 -1.902 0.269  0.030
C11 3.273 -0.680 0.021  -0.034
O1 2.496 0.225 -0.358  0.027
N7 2.965 -4.037 1.065  0.000
H9 6.195 0.897 0.057  0.000
H10 4.645 1.627 0.540  0.000
H11 4.915 1.158 -1.149  0.000
H12 6.463 -1.196 0.710  -0.001
H13 5.592 -3.453 1.251  0.001
H14 3.510 -4.765 1.491  0.000
H15 1.959 -4.114 1.140  0.001
C12 1.007 5.525 0.636  0.002
C13 0.722 4.681 1.700  0.000
C14 0.148 3.439 1.467  -0.001
C15 -0.147 3.034 0.167  0.008
C16 0.143 3.885 -0.895  0.001
C17 0.717 5.127 -0.660  0.000
Sb1 -0.959 1.123 -0.188  0.017
C18 -2.408 1.000 1.330  0.004
C19 -3.087 2.121 1.801  -0.006
C20 -4.051 1.990 2.790  0.000
C21 -4.341 0.739 3.315  0.000
C22 -3.671 -0.383 2.850  0.001
C23 -2.707 -0.251 1.860  0.005
C24 -2.122 1.517 -1.902  0.017
C25 -2.126 0.589 -2.937  -0.004
C26 -2.913 0.784 -4.064  0.001
C27 -3.702 1.918 -4.163  0.000
C28 -3.706 2.854 -3.136  0.001
C29 -2.923 2.652 -2.011  -0.003
H16 1.449 6.495 0.819  0.000
H17 0.937 4.993 2.714  0.000
H18 -0.091 2.799 2.310  0.000
H19 -0.091 3.594 -1.913  0.000
H20 0.932 5.787 -1.491  0.000
H21 -2.863 3.107 1.409  0.000
H22 -4.575 2.864 3.153  0.000
H23 -5.091 0.638 4.088  0.000
H24 -3.891 -1.361 3.258  0.000
H25 -2.192 -1.136 1.506  0.007
H26 -1.508 -0.302 -2.861  0.005
H27 -2.915 0.051 -4.861  0.000
H28 -4.317 2.075 -5.040  0.000
H29 -4.324 3.739 -3.212  0.000
H30 -2.937 3.392 -1.218  0.000
C30 0.224 -2.266 -4.330  0.003
Te1 1.540 -1.357 -2.935  0.025
C31 1.337 0.610 -3.693  -0.001
H31 0.623 -2.109 -5.328  0.003
H32 -0.767 -1.828 -4.247  -0.001
H33 0.185 -3.331 -4.119  0.000
H34 0.291 0.802 -3.924  0.000
H35 1.960 0.727 -4.575  0.002
H36 1.666 1.288 -2.907  -0.001

Output
2S+1: 5
Energy relative to the best compared isomer or geometry (same formula, charge and spin) (kJ/mol): 0.0
HOMO (alpha / beta) (eV): -10.281 / -10.887
<S²>: 6.01
Frontier orbital gap (alpha / beta) (eV): 8.0 / 8.6
Total charge: +1
F_max (hartree/bohr): 0.011